# C24H51ClN4O8

A cluster of 6 separate species, C24H51ClN4O8 in total in a non-equilibrium geometry (the ωB97M-V functional and the def2-TZVPD basis, the OMol25 dataset).

Values from the calculation:
- Total energy: -60568.2544 eV
- Charge: -2
- HOMO energy: -0.8 eV
- Largest force on an atom: 3.6 eV/A

Structure (XYZ):
```
88
Properties=species:S:1:pos:R:3:forces:R:3:mulliken_charge:R:1
N -0.42297 0.89460 0.19820 -0.138 0.435 -1.309 1.58
H -0.22692 0.01316 0.65067 0.333 -1.278 1.154 0.10
H -1.07410 0.67358 -0.54159 -0.953 -0.373 -0.396 0.09
H 0.35047 1.31946 -0.29310 0.782 0.046 0.145 -0.14
H -0.74188 1.62452 0.81918 -0.563 -0.278 0.838 -0.21
C 0.18700 -3.24744 3.14911 -0.958 -0.656 -0.324 -0.48
C -0.51135 -4.49268 3.24002 0.335 0.287 -0.743 0.29
C -1.57928 -4.85049 2.09323 -0.055 -1.553 -1.588 0.40
O -1.98964 -6.04213 1.98287 0.474 1.730 0.913 -0.76
C -1.84803 -3.85572 1.07814 0.641 -1.660 2.330 -0.59
C -1.19008 -2.65935 1.11984 -0.986 2.302 -2.595 0.16
C -0.08488 -2.35975 2.15330 0.810 2.904 0.446 0.25
O 0.54224 -1.19573 2.18863 -1.417 -1.056 -1.404 -0.74
O -1.55314 -1.80064 0.20113 1.936 -0.088 1.971 -0.64
O -0.20385 -5.30694 4.09428 -0.525 -0.971 0.603 -0.73
H 0.87714 -2.92888 3.91634 0.145 -0.275 0.110 0.29
H -2.48962 -4.03302 0.22766 -0.150 -0.220 0.175 0.36
Cl -2.74088 0.67602 -2.97148 -0.705 -3.175 0.327 1.74
O -3.02446 0.05338 -4.24893 -0.135 1.033 -0.250 -0.75
O -1.50983 0.12363 -2.49844 2.335 0.623 0.097 -0.63
O -2.67983 2.10584 -3.05579 -0.100 0.703 -0.107 -0.68
O -3.69362 0.19965 -2.00474 -1.236 1.225 -0.009 -0.67
C -0.35268 4.53145 -0.92615 1.420 -0.088 0.753 -1.11
C 1.05071 4.18698 -0.19978 -2.726 0.261 -0.360 -0.59
N 1.46259 2.83503 -0.45948 2.656 -0.420 0.574 0.35
C 2.73784 2.48960 0.33234 -1.887 -1.585 -0.569 -0.82
C 2.94266 0.93172 0.37871 0.711 0.868 -0.073 -0.59
C 1.71163 2.57086 -1.89548 0.282 -0.471 -0.928 -0.43
C 2.55623 3.54664 -2.75091 -0.983 0.413 0.071 -1.43
H -0.79473 5.31969 -0.31675 0.184 0.743 -0.628 0.44
H -1.12357 3.77336 -0.78782 0.531 -0.683 -0.131 0.16
H -0.26507 4.72532 -1.99519 -0.149 0.348 0.173 0.31
H 1.87381 4.89282 -0.31108 -0.109 0.492 -0.634 0.36
H 0.70385 4.33867 0.82237 0.585 -0.663 0.522 0.25
H 3.59228 3.01139 -0.09867 0.122 -0.003 -0.107 0.41
H 2.70547 2.69050 1.40317 -0.615 1.003 -0.176 0.41
H 4.01880 0.88648 0.21146 0.047 -0.984 -0.037 0.44
H 2.69642 0.48942 1.34403 0.004 0.246 0.122 0.36
H 2.38865 0.30697 -0.32190 0.207 0.366 -0.393 -0.38
H 0.74383 2.48493 -2.38953 -0.193 0.101 0.045 0.30
H 2.16139 1.59710 -2.08942 -0.111 -0.288 0.880 0.33
H 1.83015 4.32222 -2.99458 0.665 0.899 0.196 0.28
H 2.81230 3.17609 -3.74349 -0.078 -0.700 0.158 0.42
H 3.49766 3.88688 -2.31958 -0.259 0.284 0.258 0.26
C 2.42315 -3.06595 -0.37515 0.852 0.338 -0.675 -1.54
C 1.59497 -2.54320 -1.57519 0.964 -0.899 1.473 -0.14
N 1.08050 -3.68848 -2.33847 -1.269 -0.172 1.555 0.28
C -0.01245 -3.24602 -3.23390 1.224 -0.081 -0.981 -0.57
C 0.55518 -2.34204 -4.32202 -0.800 0.915 -0.868 -1.04
C 2.16845 -4.56230 -2.83815 -1.349 0.850 -1.482 -0.43
C 1.63135 -5.65136 -3.83765 0.683 0.060 0.317 -1.37
H 3.31344 -3.58997 -0.72284 -0.080 -0.523 -0.143 0.55
H 1.85400 -3.70941 0.29577 -0.069 0.221 -0.033 0.27
H 2.91720 -2.25316 0.15718 -0.625 0.328 0.376 0.33
H 0.91536 -1.83365 -1.10320 -1.240 -0.688 -0.442 0.03
H 2.21305 -1.86392 -2.16227 0.645 -0.058 -0.587 0.26
H -0.49196 -3.98610 -3.87457 0.202 -1.006 0.689 0.30
H -0.84873 -2.83425 -2.66894 0.472 0.432 0.319 0.33
H 1.10026 -2.89679 -5.08572 0.563 -0.299 0.315 0.28
H -0.26046 -1.94966 -4.92936 -0.334 0.330 0.187 0.47
H 1.13415 -1.47502 -4.00395 0.032 -0.131 0.159 0.15
H 2.86388 -5.00046 -2.12226 -0.931 -0.107 0.647 0.33
H 2.80325 -3.81015 -3.30654 0.778 -0.324 -1.101 0.48
H 0.59515 -5.96510 -3.71128 -0.123 0.641 0.261 0.37
H 2.14655 -6.60580 -3.72940 0.479 0.078 0.193 0.40
H 1.78797 -5.36506 -4.87765 -0.200 0.197 -0.021 0.26
C -3.27373 1.29086 4.53920 -0.480 0.232 -0.050 -1.61
C -2.48828 0.99431 3.25705 0.380 1.229 -1.338 -0.69
N -1.66987 2.13861 2.62858 0.621 -1.318 0.959 0.91
C -0.66603 2.71357 3.58100 -0.980 -0.712 -1.130 -0.38
C 0.04811 1.68494 4.39980 0.482 -0.804 0.147 -1.25
C -2.38525 3.19358 1.94738 -1.292 0.398 0.178 -0.74
C -3.26799 2.82980 0.73082 0.347 -1.028 -0.131 -1.26
H -3.88634 0.42159 4.77831 0.366 -0.298 0.244 0.45
H -4.03927 2.06296 4.46219 0.023 0.339 -0.676 0.35
H -2.71618 1.62614 5.41374 0.440 -0.456 -0.049 0.27
H -1.83034 0.12645 3.30209 0.267 0.183 0.537 0.24
H -3.17162 0.64957 2.48097 -0.247 0.305 -0.066 0.58
H -1.11448 3.45510 4.24216 -0.309 0.365 0.095 0.39
H 0.08647 3.20039 2.96064 -0.002 0.396 -0.024 0.09
H -0.57589 0.95606 4.91697 -0.232 0.381 0.152 0.27
H 0.65493 2.21440 5.13433 0.193 -0.155 0.075 0.47
H 0.66860 1.04321 3.77428 0.218 0.076 -0.104 0.15
H -2.99439 3.68271 2.70751 -0.629 0.492 0.092 0.50
H -1.70218 3.98572 1.64072 0.492 -0.180 -0.067 0.50
H -3.62528 3.66350 0.12634 0.070 0.368 0.461 0.41
H -2.75272 2.20622 0.00024 0.351 0.017 0.005 0.05
H -4.12497 2.19306 0.95046 -0.122 0.219 0.435 0.34
```
Positions in Å, forces in eV/Å.